i.
A 2-piece molecular cluster, C6H14NS overall. Source: the Open Molecules 2025 dataset; level of theory: ωB97M-V/def2-TZVPD.

CARTESIAN COORDINATES (ANGSTROEM)
1 S 1.048 1.396 -1.594
2 N -1.692 -0.419 1.354
3 C 1.634 -1.092 -0.508
4 C -1.774 0.575 0.231
5 C -2.823 -0.858 1.750
6 C 3.047 -0.773 -0.075
7 C -1.456 2.029 0.631
8 C 1.329 -0.379 -1.824
9 H -2.212 2.556 1.328
10 H 3.295 -1.181 0.887
11 H -2.891 -1.585 2.552
12 H -3.795 -0.621 1.297
13 H -1.347 2.669 -0.298
14 H 3.827 -1.119 -0.749
15 H -0.498 1.952 1.045
16 H 0.438 -0.798 -2.302
17 H 0.898 -0.807 0.271
18 H -2.802 0.499 -0.197
19 H -1.012 0.308 -0.550
20 H 2.212 -0.482 -2.492
21 H 3.061 0.336 -0.063
22 H 1.510 -2.206 -0.692

As for the spin multiplicity: 1. Its total charge is -1. The LUMO energy comes out at 3.6 eV. The highest occupied orbital energy is -2.3 eV.

***

ii.
An isolated ion of composition C6H14NS and charge -1. Source: the Open Molecules 2025 dataset; level of theory: ωB97M-V/def2-TZVPD.

CARTESIAN COORDINATES (ANGSTROEM)
1 S -1.350 -1.210 2.301
2 N -0.678 -0.135 -0.447
3 C 0.082 1.127 -2.500
4 C 1.571 1.417 -2.598
5 C 0.310 0.333 0.527
6 C -0.404 0.303 1.905
7 C -0.334 -0.194 -1.877
8 C 1.624 -0.455 0.600
9 H -0.471 1.870 -1.916
10 H 2.000 1.396 -1.601
11 H 0.490 1.384 0.252
12 H -1.294 -0.493 -2.337
13 H -1.074 1.164 1.945
14 H 1.669 2.440 -2.979
15 H 0.297 -1.066 -2.131
16 H -0.966 -1.048 -0.091
17 H 1.210 -1.492 0.657
18 H 0.376 0.278 2.671
19 H 2.127 0.713 -3.208
20 H 2.119 -0.564 -0.359
21 H -0.306 1.190 -3.522
22 H 2.198 -0.465 1.518

Its SMILES is CCCN[C@H](C)C[S-]. As for the spin multiplicity: 1. Its total charge is -1. The LUMO energy comes out at 3.5 eV. The highest occupied orbital energy is -2.3 eV.

***

ii wins, 0.510 eV ahead of the next structure.

***

i.
C6H16N2 in the gas phase. Source: the Open Molecules 2025 dataset; level of theory: ωB97M-V/def2-TZVPD.

CARTESIAN COORDINATES (ANGSTROEM)
1 N -0.690 -0.093 1.428
2 N -1.998 1.173 -1.066
3 C 2.169 0.158 -1.066
4 C 1.270 -0.494 -0.007
5 C -0.056 0.285 0.143
6 C -1.013 0.098 -1.027
7 C 1.026 -1.983 -0.309
8 C -1.018 1.053 2.269
9 H -1.439 0.684 3.203
10 H 1.603 0.652 -1.863
11 H 1.293 -2.211 -1.340
12 H -1.419 -0.915 -1.040
13 H -2.673 1.109 -0.310
14 H 2.861 -0.571 -1.482
15 H -0.419 0.187 -1.941
16 H -1.549 -0.581 1.199
17 H 0.191 1.352 0.163
18 H -2.530 1.165 -1.926
19 H 2.805 0.911 -0.607
20 H -0.076 1.552 2.527
21 H -1.642 1.807 1.788
22 H -0.001 -2.295 -0.100
23 H 1.574 -2.628 0.387
24 H 1.733 -0.416 0.974

Its SMILES is CN[C@H](CN)C(C)C. As for the spin multiplicity: 1. The LUMO energy comes out at 1.0 eV. The highest occupied orbital energy is -8.7 eV.

***

ii.
A 2-piece molecular cluster, C6H16N2 overall. Source: the Open Molecules 2025 dataset; level of theory: ωB97M-V/def2-TZVPD.

CARTESIAN COORDINATES (ANGSTROEM)
1 N -2.283 1.169 0.387
2 N -1.765 -0.698 -0.890
3 C -1.044 -1.932 -1.091
4 C 1.148 1.494 -0.737
5 C 1.653 0.805 0.525
6 C 2.955 0.053 0.276
7 C -1.640 -0.840 1.526
8 C -1.882 -0.175 0.395
9 H 0.192 1.974 -0.546
10 H -1.516 0.018 -1.560
11 H -2.622 1.479 1.286
12 H -1.561 -2.735 -0.566
13 H 2.815 -0.713 -0.485
14 H 3.731 0.735 -0.066
15 H -1.249 -1.838 1.538
16 H -2.938 1.388 -0.352
17 H 0.890 0.112 0.885
18 H -0.008 -1.890 -0.730
19 H -1.039 -2.162 -2.155
20 H 1.022 0.769 -1.539
21 H 1.810 1.553 1.304
22 H -1.826 -0.382 2.480
23 H 3.300 -0.430 1.188
24 H 1.858 2.248 -1.072

Its SMILES is C=C(N)NC.CCC. As for the spin multiplicity: 1. The LUMO energy comes out at 1.0 eV. The highest occupied orbital energy is -7.9 eV.

***

iii.
C6H16N2 in the gas phase. Source: the Open Molecules 2025 dataset; level of theory: ωB97M-V/def2-TZVPD.

CARTESIAN COORDINATES (ANGSTROEM)
1 N -1.356 2.499 -1.271
2 N 0.450 -0.023 0.768
3 C 0.341 0.547 -0.559
4 C 0.558 -2.551 0.769
5 C 0.994 -0.437 -1.575
6 C -1.200 1.056 -0.923
7 C -0.319 -1.269 1.065
8 C 0.267 1.008 1.852
9 H -0.590 -1.186 2.162
10 H -1.520 0.492 -1.824
11 H 2.013 -0.819 -1.198
12 H 0.505 -2.850 -0.307
13 H -1.489 2.624 -2.198
14 H -0.554 3.021 -1.116
15 H 1.551 -2.371 1.021
16 H -0.675 1.365 2.077
17 H 1.167 0.131 -2.502
18 H -1.771 0.759 0.015
19 H 0.194 -1.237 -1.576
20 H 0.776 1.951 1.650
21 H 0.947 1.559 -0.629
22 H -1.172 -1.445 0.360
23 H 0.060 -3.381 1.172
24 H 0.823 0.558 2.766

Its SMILES is CCN(C)[C@@H](C)CN. As for the spin multiplicity: 1. The LUMO energy comes out at 1.1 eV. The highest occupied orbital energy is -8.1 eV.

***

iv.
C6H16N2 in the gas phase. Source: the Open Molecules 2025 dataset; level of theory: ωB97M-V/def2-TZVPD.

CARTESIAN COORDINATES (ANGSTROEM)
1 N -1.726 0.093 0.062
2 N -0.542 -0.677 -0.006
3 C 0.530 1.724 0.254
4 C -0.664 -1.814 0.890
5 C 0.908 0.249 0.098
6 C 1.463 -0.080 -1.280
7 C -2.321 0.500 -1.190
8 C 1.899 -0.168 1.199
9 H 0.061 -2.579 0.607
10 H 2.633 -0.877 0.823
11 H -0.505 -1.561 1.949
12 H 2.502 -0.395 -1.255
13 H 1.332 0.730 -1.993
14 H -3.023 1.313 -0.992
15 H 0.804 -0.925 -1.611
16 H -2.411 -0.262 0.720
17 H 0.632 2.258 -0.686
18 H 1.150 2.237 0.986
19 H -2.843 -0.298 -1.738
20 H -1.670 -2.233 0.805
21 H 2.436 0.705 1.575
22 H -1.535 0.888 -1.834
23 H -0.506 1.801 0.563
24 H 1.398 -0.628 2.055

Its SMILES is CNN(C)C(C)(C)C. As for the spin multiplicity: 1. The LUMO energy comes out at 1.0 eV. The highest occupied orbital energy is -7.5 eV.

***

ii wins, 0.113 eV ahead of the next structure.